# 1
Entry from the OMol25 dataset: a cluster of 2 separate species, C4H12 in total (ωB97M-V with the def2-TZVPD basis set).

Structure (XYZ):
```
16
Properties=species:S:1:pos:R:3:forces:R:3
C -2.45978 -0.62191 -1.16329 1.2502 0.0604 -0.6512
C -2.83390 0.13629 0.07490 -5.6863 2.3745 -1.3271
H -1.59132 -0.03875 -1.52700 0.2781 -1.1100 -0.1056
H -2.24125 -1.63413 -0.81349 0.6378 -0.0131 -0.4898
H -3.08151 -0.75345 -2.09231 -0.3043 0.6214 1.3646
H -3.93614 -0.03221 0.33094 0.7756 -0.3506 -0.3359
H -2.97597 1.25149 -0.04180 1.0261 -0.9114 -0.1123
H -2.45399 -0.06424 1.00834 2.0076 -0.6710 1.6561
C 3.03766 0.77954 0.89130 -2.5142 -0.1449 2.9849
C 2.31725 -0.30080 0.15640 0.7180 -2.1949 -0.1977
H 2.50003 1.67349 0.63410 0.8310 1.0803 -0.3418
H 2.96649 0.73890 2.04293 -0.4075 -0.2946 -1.4936
H 4.04426 0.63377 0.76598 2.6599 0.7227 -0.9014
H 1.25472 -0.22876 0.24919 -0.7643 0.1599 0.0022
H 2.56113 -0.17723 -0.95494 -0.2444 -0.7416 1.3969
H 2.58621 -1.32756 0.64222 -0.2634 1.4132 -1.4485
```
Positions in Å, forces in eV/Å.

- orbital gap (spin up / spin down) (Eh) = 0.0981 / 0.4218
- 2S+1 = 2
- ΔE to the lowest compared entry with this formula, charge and spin (eV) = 1.3267
- net charge = -1
- E (eV) = -4339.7098
- expectation value of S² = 0.750
- strongest force on any atom (eV Å⁻¹) = 6.30

Atom-resolved charges from natural (NBO), all expressed in e:
1 C -0.825
2 C -0.915
3 H 0.199
4 H 0.198
5 H 0.195
6 H 0.166
7 H 0.186
8 H 0.207
9 C -0.732
10 C -0.807
11 H 0.204
12 H 0.175
13 H 0.188
14 H 0.199
15 H 0.185
16 H 0.175



# 2
Entry from the OMol25 dataset: a cluster of 2 separate species, C4H12 in total (ωB97M-V with the def2-TZVPD basis set).

Structure (XYZ):
```
16
Properties=species:S:1:pos:R:3:forces:R:3
C -2.71416 -1.11143 0.39651 -0.5229 -3.1909 1.9504
C -1.97749 -1.54651 -0.88492 -0.0828 -0.1559 0.9179
H -2.70273 -2.05124 1.17913 -0.3473 1.8026 -1.8914
H -2.26792 -0.38962 1.06922 0.4879 0.6543 -0.6276
H -3.74361 -0.84600 0.21602 -0.4772 0.1108 0.0771
H -2.40897 -2.55010 -1.31586 0.8941 1.9974 0.7023
H -0.95663 -1.65048 -0.45350 -0.1387 -0.3891 -1.1836
H -1.99701 -0.68859 -1.59149 0.1559 -0.8473 0.0474
C 2.23575 1.25337 -0.54554 -0.2507 2.3367 -2.9539
C 2.38022 1.41807 0.92691 4.1220 -1.2118 0.0148
H 3.17814 1.69652 -1.03211 -1.1933 -0.6499 0.4176
H 1.96850 0.35045 -1.12927 0.5283 -0.2695 1.3339
H 1.37760 1.90141 -0.92749 0.9794 -0.3028 0.5309
H 3.21806 0.77429 1.32768 -0.4436 0.1046 -0.6281
H 1.62075 1.07397 1.49592 -3.0207 -0.5691 1.6851
H 2.78950 2.36589 1.26881 -0.6903 0.5800 -0.3927
```
Positions in Å, forces in eV/Å.

- orbital gap (spin up / spin down) (Eh) = 0.1039 / 0.4338
- 2S+1 = 2
- ΔE to the lowest compared entry with this formula, charge and spin (eV) = 1.2073
- net charge = -1
- E (eV) = -4339.8292
- expectation value of S² = 0.750
- strongest force on any atom (eV Å⁻¹) = 4.30

Atom-resolved charges from natural (NBO), all expressed in e:
1 C -0.794
2 C -0.829
3 H 0.154
4 H 0.200
5 H 0.179
6 H 0.181
7 H 0.197
8 H 0.195
9 C -0.835
10 C -0.790
11 H 0.169
12 H 0.218
13 H 0.187
14 H 0.174
15 H 0.201
16 H 0.192



# 3
Entry from the OMol25 dataset: a cluster of 2 separate species, C4H12 in total (ωB97M-V with the def2-TZVPD basis set).

Structure (XYZ):
```
16
Properties=species:S:1:pos:R:3:forces:R:3
C 0.84407 1.14262 -0.65234 0.6129 -0.2379 -1.0712
C 1.36332 1.21702 -2.09973 -0.1426 1.5820 -1.8313
H 0.09518 1.88903 -0.48377 -0.3626 0.5088 0.3878
H 0.38882 0.19336 -0.57942 -0.7118 -0.9431 0.6815
H 1.64881 1.19973 0.08893 -0.2059 0.1009 -0.1325
H 0.66683 2.01190 -2.79619 2.1878 -2.0361 1.8738
H 1.37498 0.24550 -2.67581 -0.2535 0.8958 0.8166
H 2.44867 1.52013 -2.01573 -1.0826 0.1810 -0.7378
C -1.33245 -1.68412 0.89700 -0.8870 -1.1365 -0.7349
C -0.89190 -0.66947 1.91239 0.4643 1.1239 0.8699
H -0.98200 -2.66741 1.22885 0.0569 -0.1046 -0.3891
H -2.45265 -1.82640 0.72615 1.2887 0.5561 0.4521
H -0.91313 -1.46007 -0.11774 -0.2327 -0.2804 0.8110
H -1.27709 -0.75133 2.95383 -0.1353 -0.3286 -0.7533
H -1.20720 0.31984 1.55061 0.3544 0.0327 0.2553
H 0.22576 -0.68032 2.06298 -0.9513 0.0861 -0.4981
```
Positions in Å, forces in eV/Å.

- orbital gap (spin up / spin down) (Eh) = 0.1027 / 0.4469
- 2S+1 = 2
- ΔE to the lowest compared entry with this formula, charge and spin (eV) = 0.8631
- net charge = -1
- E (eV) = -4340.1734
- expectation value of S² = 0.750
- strongest force on any atom (eV Å⁻¹) = 3.53

Atom-resolved charges from natural (NBO), all expressed in e:
1 C -0.817
2 C -0.768
3 H 0.193
4 H 0.206
5 H 0.188
6 H 0.165
7 H 0.192
8 H 0.184
9 C -0.949
10 C -0.726
11 H 0.182
12 H 0.184
13 H 0.190
14 H 0.189
15 H 0.194
16 H 0.193



# 4
Entry from the OMol25 dataset: a cluster of 2 separate species, C4H12 in total (ωB97M-V with the def2-TZVPD basis set).

Structure (XYZ):
```
16
Properties=species:S:1:pos:R:3:forces:R:3
C 0.06499 1.43943 -1.73299 0.9044 -1.4030 -2.1954
C 0.08408 0.04393 -2.49037 -0.9061 1.6295 0.6801
H 1.08998 1.74394 -1.60745 0.4329 0.0516 1.0018
H -0.19457 2.07779 -2.58378 -0.8769 0.5183 0.7374
H -0.55577 1.45920 -0.84660 -0.0367 0.3134 -0.0715
H 0.38231 -0.81076 -1.88835 -0.0134 -0.0013 -0.0898
H 0.71860 0.19887 -3.35609 0.2421 -0.4145 -0.0757
H -0.94485 -0.03344 -2.86313 0.2534 -0.7057 0.0397
C -0.80654 -0.77712 1.95354 -1.5754 -0.2139 -0.7385
C 0.62559 -0.81655 2.33006 1.9804 0.2977 2.1358
H -0.96384 -1.14464 0.92486 0.0037 0.0204 0.3625
H -1.54138 -1.28233 2.60360 0.6597 -0.2128 -0.1111
H -1.16574 0.25325 1.94743 0.1587 0.1346 -0.0449
H 1.17799 -0.00928 1.83588 0.1052 -0.5064 -0.3001
H 0.81451 -0.59282 3.39706 -0.7060 0.5120 -0.0975
H 1.21463 -1.74950 2.37633 -0.6259 -0.0201 -1.2327
```
Positions in Å, forces in eV/Å.

- structure (SMILES) = CC.CC
- orbital gap (Eh) = 0.4582
- 2S+1 = 1
- ΔE to the lowest compared entry with this formula, charge and spin (eV) = 0.6824
- E (eV) = -4341.8459
- strongest force on any atom (eV Å⁻¹) = 2.93

Atom-resolved charges from natural (NBO), all expressed in e:
1 C -0.611
2 C -0.601
3 H 0.199
4 H 0.203
5 H 0.209
6 H 0.202
7 H 0.200
8 H 0.198
9 C -0.614
10 C -0.627
11 H 0.203
12 H 0.208
13 H 0.205
14 H 0.209
15 H 0.204
16 H 0.213



# 5
Entry from the OMol25 dataset: a cluster of 2 separate species, C4H12 in total (ωB97M-V with the def2-TZVPD basis set).

Structure (XYZ):
```
16
Properties=species:S:1:pos:R:3:forces:R:3
C -0.63334 -2.36568 0.99564 -2.1728 -0.0144 0.2305
C 0.64621 -1.71814 0.56104 -0.2060 0.6089 0.1946
H -0.88518 -2.31955 2.07662 0.2898 0.4282 -0.5632
H -1.48461 -1.91797 0.39972 0.6718 -0.3599 0.9220
H -0.70520 -3.42928 0.79793 0.3390 -0.2697 -0.3818
H 0.51531 -1.48531 -0.50642 0.8839 -0.4188 0.2306
H 1.50350 -2.30935 0.86247 0.2952 -0.1282 -0.5748
H 0.77038 -0.74939 1.04865 -0.0150 -0.1471 0.0515
C 0.10139 1.28604 -0.73002 -1.1752 0.4424 1.3022
C -0.08130 2.80588 -0.83052 -1.1403 -0.3588 0.9089
H 0.18891 0.92260 0.32108 0.3494 0.8688 -0.6135
H -0.84649 0.81486 -0.98248 0.2037 -0.3752 -0.8102
H 0.96711 0.95095 -1.26107 0.2096 -0.4948 -0.5764
H -0.94723 3.09867 -0.17914 1.1688 0.0195 0.0206
H 0.85786 3.28065 -0.59614 0.0124 0.5749 0.3952
H -0.43228 3.19548 -1.77482 0.2859 -0.3759 -0.7362
```
Positions in Å, forces in eV/Å.

- structure (SMILES) = CC.CC
- orbital gap (Eh) = 0.4523
- 2S+1 = 1
- ΔE to the lowest compared entry with this formula, charge and spin (eV) = 0.5203
- E (eV) = -4342.0080
- strongest force on any atom (eV Å⁻¹) = 2.19

Atom-resolved charges from natural (NBO), all expressed in e:
1 C -0.609
2 C -0.611
3 H 0.202
4 H 0.198
5 H 0.203
6 H 0.210
7 H 0.207
8 H 0.200
9 C -0.611
10 C -0.609
11 H 0.202
12 H 0.203
13 H 0.205
14 H 0.201
15 H 0.203
16 H 0.204



# 6
Entry from the OMol25 dataset: a cluster of 2 separate species, C4H12 in total (ωB97M-V with the def2-TZVPD basis set).

Structure (XYZ):
```
16
Properties=species:S:1:pos:R:3:forces:R:3
C 0.73346 -2.12449 -1.01821 -0.2033 -0.2269 -0.0918
C -0.73210 -1.85384 -0.67172 0.1215 0.2367 0.1514
H 1.27381 -1.19924 -1.19922 0.1241 0.0378 -0.0576
H 1.24693 -2.68605 -0.23528 -0.0285 0.1970 0.0785
H 0.79825 -2.73985 -1.91880 0.0467 0.0840 0.0098
H -1.15879 -2.69428 -0.12146 -0.1851 0.0381 -0.2574
H -1.31307 -1.62409 -1.56426 -0.0869 -0.3242 -0.0664
H -0.86031 -0.96659 -0.05098 0.1958 -0.0549 0.2366
C -0.42641 2.13249 1.46739 -0.2715 -0.2617 -0.6223
C 0.42702 1.89025 0.21254 0.2440 0.5459 0.1517
H -1.20043 1.36600 1.55952 0.1098 -0.0262 0.0883
H 0.17055 2.13562 2.37324 -0.0324 0.0608 0.1318
H -0.97098 3.07112 1.35390 0.2059 0.1037 0.3009
H 0.55482 0.83804 -0.03569 -0.0271 0.0292 0.0296
H -0.00472 2.41916 -0.63492 -0.1751 -0.2725 -0.1959
H 1.42057 2.33773 0.31862 -0.0381 -0.1666 0.1129
```
Positions in Å, forces in eV/Å.

- structure (SMILES) = CC.CC
- orbital gap (Eh) = 0.4773
- 2S+1 = 1
- ΔE to the lowest compared entry with this formula, charge and spin (eV) = 0.1295
- E (eV) = -4342.3987
- strongest force on any atom (eV Å⁻¹) = 0.73

Atom-resolved charges from natural (NBO), all expressed in e:
1 C -0.608
2 C -0.608
3 H 0.202
4 H 0.203
5 H 0.203
6 H 0.205
7 H 0.204
8 H 0.200
9 C -0.609
10 C -0.610
11 H 0.202
12 H 0.205
13 H 0.204
14 H 0.202
15 H 0.203
16 H 0.203